6
Properties=species:S:1:pos:R:3:mulliken_charge:R:1 method="wB97M-V/def2-TZVPD" homo_energy_ev=-9.0
N 1.697 0.681 0.022 -0.372
P 0.570 1.507 -0.575 0.087
H 1.904 -0.305 -0.164 0.265
H 1.069 -2.814 -0.460 0.205
H 1.278 -2.075 -0.618 -0.237
H 0.669 2.768 0.230 0.050